*P*
19
Properties=species:S:1:pos:R:3:lowdin_charge:R:1 method="wB97M-V/def2-TZVPD" e_lumo_ev=0.58 homo_lumo_gap_ev=10.5302 total_charge=0
C -1.681 -0.450 -0.458 -0.69
C 0.297 1.057 1.470 -0.03
C 2.204 0.323 -0.067 -0.48
C 0.663 0.287 0.241 -0.17
N 2.747 -0.711 -0.760 0.16
C -0.132 -0.354 -0.614 0.06
O -2.292 0.804 -0.370 0.05
O -2.001 -1.185 0.680 0.06
O -2.167 -1.110 -1.583 0.05
O 2.903 1.231 0.362 0.04
H -1.652 1.446 -0.714 0.12
H -2.677 -0.637 1.109 0.12
H -3.070 -1.357 -1.329 0.11
H 3.750 -0.706 -0.890 0.11
H 2.243 -1.556 -0.981 0.10
H 0.229 -0.886 -1.487 0.12
H 0.854 0.687 2.337 0.10
H -0.764 1.001 1.722 0.07
H 0.547 2.115 1.332 0.10

=====

*Q*
19
Properties=species:S:1:pos:R:3:lowdin_charge:R:1 method="wB97M-V/def2-TZVPD" e_lumo_ev="-2.08 / -2.08" homo_lumo_gap_ev="7.0728 / 7.0739" total_charge=0
N 2.144 1.475 -2.747 0.22
O 2.888 0.532 -3.012 0.07
C 1.501 -1.048 1.566 -0.11
C 0.069 -1.123 1.133 -0.22
C -0.320 0.090 0.317 -0.33
C -1.770 0.064 -0.125 -0.09
C -2.029 1.349 -0.912 -0.23
O -3.052 1.997 -0.811 0.05
O 0.703 0.077 -0.765 -0.16
O 0.622 1.130 -1.647 -0.20
H 1.763 -1.880 2.230 0.08
H 2.178 -1.065 0.709 0.07
H 1.666 -0.132 2.144 0.08
H -0.149 -2.014 0.524 0.13
H -0.546 -1.226 2.020 0.12
H -0.178 0.973 0.936 0.15
H -1.957 -0.796 -0.810 0.15
H -2.411 0.073 0.769 0.13
H -1.121 1.525 -1.515 0.09

=====

Quick one: least stable of them? *Q*

=====

*P*
15
Properties=species:S:1:pos:R:3:lowdin_charge:R:1 method="wB97M-V/def2-TZVPD" e_lumo_ev=0.23 homo_lumo_gap_ev=8.7089 total_charge=0
C 2.036 -0.122 0.959 -0.12
C 0.760 -0.020 0.286 -0.39
C 0.049 -1.078 -0.243 -0.13
C -1.236 -1.032 -0.777 -0.24
C -2.281 -0.360 -0.260 -0.62
C 0.220 1.240 -0.262 -0.16
C 0.090 2.368 -0.838 0.14
H 2.991 0.601 0.713 0.12
H 1.874 -0.149 2.286 0.16
H 2.470 -1.314 0.717 0.14
H 0.327 -2.148 -0.137 0.13
H -1.575 -1.529 -1.857 0.17
H -3.430 -0.440 -0.589 0.11
H -0.070 3.366 -1.090 0.00
Cl -2.224 0.615 1.093 0.70

=====

*Q*
15
Properties=species:S:1:pos:R:3:lowdin_charge:R:1 method="wB97M-V/def2-TZVPD" e_lumo_ev=-0.20 homo_lumo_gap_ev=7.8128 total_charge=0 smiles="ClC1C=CC=CC=C1"
Cl 3.092 0.005 -0.459 0.65
C 1.504 -0.006 0.205 -0.78
C 0.773 -1.290 0.144 -0.09
C -0.568 -1.573 -0.024 -0.09
C -1.618 -0.683 -0.378 -0.10
C -1.603 0.680 -0.407 -0.11
C -0.577 1.553 0.003 -0.10
C 0.763 1.294 0.139 -0.08
H 2.079 0.038 1.152 0.06
H 1.460 -2.132 0.407 0.11
H -0.861 -2.620 0.100 0.10
H -2.532 -1.146 -0.669 0.09
H -2.527 1.139 -0.689 0.09
H -0.861 2.631 0.058 0.11
H 1.475 2.110 0.418 0.11

=====

Quick one: least stable of them? *P*